This record from the Open Molecules 2025 dataset describes a structure of composition C5H14NO3 in a non-equilibrium geometry. The level of theory is ωB97M-V/def2-TZVPD.

```
23
Properties=species:S:1:pos:R:3:forces:R:3
N -0.823349 -0.642546 1.179509 0.1 1.4 1.5
C -0.412310 0.794005 1.554055 -0.3 -1.8 -2.1
C -1.185401 1.660333 0.538899 -0.5 0.1 0.6
C -1.573279 0.791691 -0.679025 0.6 -0.1 1.3
C -1.236605 -0.636937 -0.208736 -0.1 -1.2 -1.6
C -0.065412 -1.286202 -1.081444 0.4 1.5 -0.4
O 0.433820 -0.426482 -2.068753 -0.1 -0.8 0.3
H -1.558887 -0.853473 1.835849 -0.5 -0.3 -0.3
H -0.740386 0.959752 2.572253 0.5 0.2 0.3
H 0.656229 0.799629 1.362972 0.2 0.5 0.5
H -2.109415 1.915334 1.075189 0.0 0.4 -0.2
H -0.680512 2.579944 0.251923 0.1 0.1 0.1
H -2.638747 0.952638 -0.833850 0.0 -0.2 -0.5
H -0.944155 0.971924 -1.548147 -0.2 0.2 -0.2
H -2.091830 -1.299916 -0.399854 -0.1 0.1 0.6
H 0.733887 -1.462032 -0.353585 -0.1 -0.4 0.0
H -0.347795 -2.242695 -1.543937 -0.4 -0.1 0.3
H 1.493542 -0.145042 -1.609558 -0.1 0.7 -0.4
H 2.852406 0.920108 -1.770603 -0.2 -0.4 0.5
O 2.513916 0.297739 -1.104403 0.4 0.2 -0.1
H 1.939439 -1.549330 1.193624 -0.8 -0.3 0.3
H 2.906557 -0.676774 0.495602 0.3 -0.3 -0.2
O 2.878287 -1.421678 1.142028 0.6 0.7 -0.2
```
Positions in Å, forces in eV/Å.

Properties
- strongest force on any atom (eV/A) = 2.8
- HOMO-LUMO gap (eV) = 7.85
- charge = -1
- DFT total energy (eV) = -13044.8302
- energy relative to the best compared isomer or geometry (same formula, charge and spin) (kcal/mol) = 14.3

These are the Mulliken partial charges, in e, on atoms 1 to 2: N -0.555; C -0.605

This record from the Open Molecules 2025 dataset describes a structure of composition C5H14NO3P in a non-equilibrium geometry. The level of theory is ωB97M-V/def2-TZVPD.

```
24
Properties=species:S:1:pos:R:3:forces:R:3
C 2.553535 2.065389 2.011784 -1.4 -2.2 1.2
C -2.335415 -0.328154 -0.246451 -1.3 -0.9 1.1
C -1.131930 -2.415446 -0.513852 1.1 0.8 1.2
C -0.445514 -0.426621 -1.851355 1.5 1.0 1.9
C 1.463428 2.152616 0.916439 -0.3 2.2 0.7
N -1.090645 -0.927356 -0.600012 2.0 -0.9 1.7
O 1.433371 -0.700440 0.747388 2.4 -0.8 -1.6
O -0.649104 -0.762804 2.227412 -1.5 -0.1 0.7
O 0.329194 1.495640 1.438111 -2.3 -2.8 -0.7
P 0.191547 -0.169257 1.217373 -0.3 2.0 0.9
H 3.244140 2.831295 1.936460 2.0 1.2 -0.8
H 2.295921 2.156472 3.155585 -0.5 -0.4 -2.4
H 2.911059 1.007687 1.799543 0.4 1.5 0.8
H -2.682738 -0.634437 0.793139 0.7 -0.1 -1.4
H -2.056413 0.681784 -0.079135 -0.9 1.6 -0.6
H -3.118547 -0.629999 -0.974376 0.2 0.9 0.3
H -1.627791 -2.921897 -1.284695 -0.5 -0.2 -2.0
H -0.111830 -2.729124 -0.401217 0.6 -0.4 -0.4
H -1.632838 -2.861726 0.334527 -0.2 1.0 0.8
H 0.203759 0.523414 -1.729448 -1.2 -1.3 0.4
H 0.266075 -1.145593 -2.241981 -0.4 -0.3 -0.2
H -1.252818 -0.169666 -2.452691 -1.1 0.2 -1.9
H 1.806634 1.575803 0.081420 0.4 0.1 -0.7
H 1.111101 3.220671 0.554629 0.8 -2.0 0.9
```
Positions in Å, forces in eV/Å.

Properties
- strongest force on any atom (eV/A) = 3.6
- HOMO-LUMO gap (eV) = 10.56
- DFT total energy (eV) = -22333.2569
- energy relative to the best compared isomer or geometry (same formula, charge and spin) (kcal/mol) = 43.2

These are the Mulliken partial charges, in e, on atoms 1 to 2: C -1.042; C -1.090

This record from the Open Molecules 2025 dataset describes a cluster of 2 separate species, C5H14NOP in total in a non-equilibrium geometry. The level of theory is ωB97M-V/def2-TZVPD.

```
22
Properties=species:S:1:pos:R:3:forces:R:3
C 1.899716 0.410104 -1.092671 -0.2 0.1 -1.2
C 1.107617 0.586505 1.334757 1.2 -0.5 -0.4
C -1.527162 -2.689914 -0.248864 2.2 4.5 1.5
C -0.247958 1.659877 -0.512762 0.5 -3.6 0.2
C 0.721124 0.479423 -0.171878 0.9 3.3 0.4
N -1.492992 1.374503 0.080473 -2.0 0.5 1.5
O -3.544755 0.332676 0.751653 -0.8 0.0 0.0
P -2.640416 0.392637 -0.625834 0.0 -0.4 -0.6
H 2.164830 1.334957 -1.527225 -0.1 1.4 -0.8
H 2.735792 0.240032 -0.538792 2.6 -0.9 1.7
H 1.945384 -0.340860 -1.888515 -0.7 0.1 0.1
H 2.184589 0.790763 1.542609 -0.5 -0.2 -0.7
H 0.920096 -0.379334 1.755944 -0.1 -0.5 0.7
H 0.645996 1.330832 1.966576 -0.9 0.3 -0.3
H -0.821123 -1.989068 0.283716 -0.6 -0.8 -1.1
H -1.203887 -3.231123 -1.033028 1.0 -1.4 -2.8
H -2.052072 -3.161829 0.451985 -2.7 -1.9 2.5
H 0.262136 2.530420 -0.280771 0.3 2.2 0.5
H -0.537960 1.594359 -1.522495 0.6 0.4 -1.9
H 0.215054 -0.365856 -0.419570 -1.9 -2.5 0.2
H -1.780356 1.468627 1.050442 0.9 0.4 0.1
H -4.466155 0.544768 0.534825 0.3 -0.2 0.2
```
Positions in Å, forces in eV/Å.

Properties
- strongest force on any atom (eV/A) = 5.2
- HOMO-LUMO gap (spin up / spin down) (eV) = 9.07 / 6.72
- DFT total energy (eV) = -18234.5294
- energy relative to the best compared isomer or geometry (same formula, charge and spin) (kcal/mol) = 91.7

These are the Mulliken partial charges, in e, on atoms 1 to 2: C -1.769; C -1.280

This record from the Open Molecules 2025 dataset describes a cluster of 2 separate species, C5H14NOS in total in a non-equilibrium geometry. The level of theory is ωB97M-V/def2-TZVPD.

```
22
Properties=species:S:1:pos:R:3:forces:R:3
C 3.594943 0.758312 1.359424 -0.2 0.1 -0.1
N 2.482309 1.670712 1.097694 0.2 0.3 -0.1
C 1.681442 1.238333 -0.085653 -0.4 -1.2 0.6
O 1.182516 -0.016608 0.014983 0.2 0.4 -0.1
H 3.386350 0.020413 2.140869 0.0 0.0 0.1
H 4.486667 1.333061 1.629618 0.1 -0.1 0.1
H 3.796569 0.172813 0.458791 0.1 0.1 0.0
H 1.847699 1.664132 1.887366 0.0 -0.1 0.0
H 2.387024 1.345040 -0.933969 0.0 0.3 -0.2
H 0.871169 1.995494 -0.165941 0.2 0.2 -0.2
C -0.212669 -2.229006 -1.489671 0.4 -0.3 0.6
C -1.256104 -1.148385 -1.348996 -0.5 0.9 0.1
C -1.642157 -0.876562 0.115505 -0.5 -0.3 -0.9
S -2.973857 0.383951 0.091487 0.1 0.0 0.5
H 0.032934 -2.517113 -2.515099 -0.3 0.0 -0.1
H -0.523796 -3.116933 -0.916866 0.0 0.0 -0.3
H 0.713092 -1.862984 -1.037578 -0.1 0.1 0.1
H -0.890790 -0.191572 -1.736126 0.2 -0.2 -0.1
H -2.194664 -1.370064 -1.883512 0.2 -0.2 -0.1
H -0.790036 -0.489634 0.669729 0.2 -0.2 0.0
H -2.114190 -1.785927 0.486141 0.3 -0.1 0.5
H -3.062980 0.455469 1.437792 -0.1 0.1 -0.3
```
Positions in Å, forces in eV/Å.

Properties
- strongest force on any atom (eV/A) = 1.4
- HOMO-LUMO gap (eV) = 6.15
- charge = -1
- DFT total energy (eV) = -19784.5422
- energy relative to the best compared isomer or geometry (same formula, charge and spin) (kcal/mol) = 39.5

These are the Mulliken partial charges, in e, on atoms 1 to 2: C -0.678; N -0.515

This record from the Open Molecules 2025 dataset describes a cluster of 2 separate species, C5H14NP in total in a non-equilibrium geometry. The level of theory is ωB97M-V/def2-TZVPD.

```
21
Properties=species:S:1:pos:R:3:forces:R:3
C -2.875970 0.298942 -0.444210 -0.2 -0.1 -0.2
C 2.623614 -0.113761 -1.337749 -0.7 -2.4 -0.5
C 0.978801 0.520910 3.058799 1.3 0.4 0.3
C 1.159730 0.366450 -1.031783 0.3 -2.2 -0.7
C 0.618212 -0.017457 0.365863 0.9 -0.1 0.3
N -2.587680 -1.121768 -0.559080 -0.4 -1.4 -2.3
P 0.484604 1.295937 1.669837 0.0 -0.3 0.4
H -3.954600 0.538456 -0.547424 0.5 0.1 1.0
H -2.282139 0.711805 0.391349 -1.1 -0.1 0.1
H 3.283068 0.591399 -0.973959 1.6 1.5 1.1
H 2.876586 -1.086195 -0.791713 -0.4 1.1 -0.9
H 2.942921 -0.211979 -2.434499 -1.1 0.0 1.4
H 1.650312 -0.360425 2.984533 -0.9 0.3 0.2
H 0.976639 1.019077 4.063555 -0.2 -0.5 -1.1
H -2.452406 0.838081 -1.267149 0.5 0.0 -0.9
H 0.516369 -0.144947 -1.774561 0.1 0.7 0.2
H 1.222507 1.409722 -1.172618 -0.7 1.3 -0.4
H -0.406039 -0.394258 0.410038 -0.1 0.0 -0.8
H 1.208152 -0.875238 0.690602 0.1 0.0 0.4
H -2.987161 -1.564849 -1.453908 0.9 1.3 1.7
H -2.995527 -1.699892 0.154070 -0.2 0.2 0.6
```
Positions in Å, forces in eV/Å.

Properties
- strongest force on any atom (eV/A) = 2.8
- HOMO-LUMO gap (eV) = 9.58
- SMILES = C=PCCC.CN
- DFT total energy (eV) = -16188.6459
- energy relative to the best compared isomer or geometry (same formula, charge and spin) (kcal/mol) = 41.0

These are the Mulliken partial charges, in e, on atoms 1 to 2: C -0.699; C -1.106

This record from the Open Molecules 2025 dataset describes a structure of composition C5H14NS in a non-equilibrium geometry. The level of theory is ωB97M-V/def2-TZVPD.

```
21
Properties=species:S:1:pos:R:3:forces:R:3
C -3.088286 0.620741 -0.632295 -0.3 0.9 -0.7
C -1.600338 0.451915 -0.896387 -0.3 -2.0 0.4
C -1.243599 -0.874701 -0.154275 0.4 0.4 0.0
C 0.075165 -1.437179 -0.271051 -0.7 -0.9 -2.2
S 1.576374 0.180515 0.896208 0.7 -0.6 0.8
C 2.987276 -0.907716 0.513260 0.9 0.9 0.0
N -0.681330 1.492488 -0.372265 1.1 -0.1 1.4
H -3.585960 1.335387 -1.289749 0.3 0.2 0.0
H -3.596966 -0.319121 -0.852786 0.2 -0.1 0.3
H -3.282618 0.943132 0.392164 0.0 -0.3 0.1
H -1.350454 0.320012 -1.945448 -0.1 0.2 -0.2
H -1.964335 -1.062445 0.632654 0.3 -0.8 0.1
H -0.250868 -0.586522 0.563787 -0.1 0.6 1.2
H 0.562711 -1.291780 -1.237849 0.1 0.8 0.4
H 0.521227 -2.334239 0.145902 -0.7 0.1 0.8
H 2.847982 -1.929280 0.849681 -0.3 -0.1 -0.3
H 3.275075 -0.777241 -0.529762 -0.3 -0.5 0.0
H 3.861454 -0.533872 1.062048 -0.4 0.1 0.1
H -0.363276 2.228969 -0.999998 0.0 -0.3 -0.3
H 0.241637 0.901122 0.052177 0.1 1.5 -1.7
H -0.923968 1.979470 0.492464 -0.9 -0.1 -0.1
```
Positions in Å, forces in eV/Å.

Properties
- strongest force on any atom (eV/A) = 2.4
- HOMO-LUMO gap (eV) = 7.90
- charge = +1
- DFT total energy (eV) = -17726.2225
- energy relative to the best compared isomer or geometry (same formula, charge and spin) (kcal/mol) = 116.6

These are the Mulliken partial charges, in e, on atoms 1 to 2: C -1.496; C 0.479

This record from the Open Molecules 2025 dataset describes the ion C5H14NS with charge +1 in a non-equilibrium geometry. The level of theory is ωB97M-V/def2-TZVPD.

```
21
Properties=species:S:1:pos:R:3:forces:R:3
C -0.689623 -2.925024 -0.345604 -0.4 -0.6 -0.6
C -0.233190 -1.509553 -0.623700 -0.1 -0.2 0.0
C 0.264903 -0.772668 0.610235 -0.4 0.2 0.0
C 0.906228 0.588116 0.371461 0.2 0.2 -0.6
S -0.310204 1.859689 -0.027140 0.0 0.1 -0.3
C -0.556498 2.741012 1.517098 0.1 0.0 -0.2
N 0.828935 -1.535438 -1.739984 0.5 0.4 0.9
H 0.010872 -3.558653 0.208895 -0.1 0.4 0.2
H -0.877031 -3.465115 -1.280804 0.0 0.2 -0.1
H -1.678491 -2.889935 0.118365 0.3 -0.1 0.4
H -1.084088 -0.967192 -1.028701 0.2 0.2 -0.3
H -0.669777 -0.568019 1.133453 0.0 -0.1 0.3
H 0.842847 -1.419558 1.261119 0.4 -0.2 -0.1
H 1.543469 0.892340 1.183766 0.0 0.1 0.6
H 1.609331 0.649212 -0.475481 -0.1 -0.3 0.0
H -0.938022 2.102801 2.310860 0.3 0.0 0.1
H -1.337997 3.426066 1.255195 -0.6 0.4 0.0
H 0.306392 3.362445 1.759498 0.0 -0.4 0.3
H 0.453267 -1.225800 -2.632716 0.0 -0.3 -0.2
H 1.577511 -0.887015 -1.475131 -0.1 0.2 -0.2
H 1.290736 -2.442713 -1.787492 -0.3 -0.2 -0.4
```
Positions in Å, forces in eV/Å.

Properties
- strongest force on any atom (eV/A) = 1.1
- HOMO-LUMO gap (eV) = 8.60
- SMILES = CSCC[C@H](C)[NH3+]
- charge = +1
- DFT total energy (eV) = -17730.7714
- energy relative to the best compared isomer or geometry (same formula, charge and spin) (kcal/mol) = 11.7

These are the Mulliken partial charges, in e, on atoms 1 to 2: C -1.588; C 0.175

This record from the Open Molecules 2025 dataset describes a cluster of 2 separate species, C5H14O in total in a non-equilibrium geometry. The level of theory is ωB97M-V/def2-TZVPD.

```
20
Properties=species:S:1:pos:R:3:forces:R:3
C 2.003648 1.105099 1.853252 -0.3 0.9 -0.3
C 0.509139 1.208214 1.549781 -0.7 -0.5 0.8
C 0.149971 1.426679 0.088881 -0.1 -0.9 0.1
C -1.307583 1.069996 -0.256014 0.8 0.2 -0.9
C -1.471965 0.893661 -1.796731 -0.6 1.0 1.0
H 2.511184 0.726812 0.967872 0.2 -0.4 0.2
H 2.199860 0.527173 2.750193 0.1 -0.3 -0.1
H 2.425435 2.091870 2.033113 0.1 0.2 0.0
H 0.000305 1.897779 2.228525 0.2 0.5 -0.1
H 0.036570 0.266725 1.865835 0.2 -0.1 -0.4
H 0.473849 2.389607 -0.310645 0.0 0.0 0.0
H 0.694795 0.623187 -0.422201 0.3 0.4 -0.3
H -1.439992 0.088790 0.200372 -0.6 0.2 0.3
H -2.031649 1.821728 0.057773 0.0 -0.2 0.5
H -1.848694 -0.092523 -1.990083 0.1 -0.5 -0.5
H -2.210165 1.615274 -2.163068 -0.1 -0.1 -0.1
H -0.563456 1.142908 -2.324427 0.4 -0.4 -0.2
H -0.750927 -6.185751 -1.738214 -0.1 -0.2 0.0
H 0.589087 -5.933116 -1.157132 0.1 -0.2 0.1
O 0.030589 -6.684113 -1.437082 0.0 0.5 0.0
```
Positions in Å, forces in eV/Å.

Properties
- strongest force on any atom (eV/A) = 1.5
- HOMO-LUMO gap (spin up / spin down) (eV) = 2.35 / 10.75
- charge = -1
- DFT total energy (eV) = -7457.9864
- ⟨S²⟩ = 0.750
- 2S+1 = 2
- energy relative to the best compared isomer or geometry (same formula, charge and spin) (kcal/mol) = 11.6

These are the Mulliken partial charges, in e, on atoms 1 to 2: C -1.376; C -0.659